[1]
The following is a quantum chemistry calculation of a molecular structure, C22H27As2FeI2N4S3 at a distorted geometry, from OMol25.

Geometry (Å):
1 Fe 0.1502 -0.0438 -0.0121
2 S -3.0297 -1.2628 -0.9986
3 C -2.5556 -1.4275 0.6778
4 C -3.4599 -2.0985 1.5076
5 C -3.1735 -2.2651 2.8419
6 C -1.9982 -1.7174 3.3396
7 C -1.1681 -1.0623 2.4630
8 N -1.3927 -0.9309 1.1418
9 H -4.3836 -2.4644 1.0829
10 H -3.8642 -2.7871 3.4906
11 H -1.7350 -1.7839 4.3855
12 H -0.2660 -0.5987 2.8308
13 C 3.7210 -0.7335 0.7064
14 As 1.9726 -0.4502 1.4942
15 C 2.0995 -1.8073 2.8902
16 C 2.2593 1.2043 2.4856
17 C 3.3862 1.3664 3.2878
18 C 3.5986 2.5542 3.9685
19 C 2.6819 3.5917 3.8583
20 C 1.5552 3.4377 3.0669
21 C 1.3382 2.2479 2.3768
22 As -0.2103 1.9944 1.2368
23 C -0.5114 3.7322 0.4188
24 C -1.6961 2.0998 2.4869
25 H 4.4585 -0.8565 1.4980
26 H 3.9884 0.1173 0.0840
27 H 3.6967 -1.6433 0.1077
28 H 2.8450 -1.5031 3.6233
29 H 2.4209 -2.7381 2.4231
30 H 1.1536 -1.9815 3.3935
31 H 4.1114 0.5666 3.3834
32 H 4.4807 2.6733 4.5835
33 H 2.8474 4.5205 4.3879
34 H 0.8463 4.2533 2.9875
35 H -0.7200 4.4577 1.2041
36 H -1.3824 3.6506 -0.2299
37 H 0.3250 4.0787 -0.1793
38 H -1.6286 3.0437 3.0257
39 H -1.6902 1.2809 3.1991
40 H -2.6264 2.0752 1.9191
41 S 0.2727 -2.2537 -1.1085
42 C -0.0579 -1.9004 -2.7418
43 N -1.0888 -2.5530 -3.3446
44 C -1.5144 -2.2689 -4.5975
45 C -0.8819 -1.3165 -5.3279
46 C 0.2159 -0.6912 -4.7166
47 N 0.5983 -1.0144 -3.5038
48 H -1.6232 -3.1764 -2.7494
49 H -2.3660 -2.8334 -4.9497
50 H -1.2079 -1.0429 -6.3184
51 H 0.8212 0.0546 -5.2226
52 S 3.6875 0.8790 -2.7544
53 C 3.1988 2.3286 -1.9291
54 C 2.1771 2.0501 -1.1129
55 N 1.7269 0.7376 -1.0806
56 C 2.4036 -0.0024 -1.9659
57 H 3.6573 3.2801 -2.1318
58 H 1.7038 2.7819 -0.4838
59 H 2.6569 -1.0223 -1.7147
60 I -1.8114 0.7623 -1.8117
61 I -0.4680 2.9009 -3.4083

Cartesian forces (eV/Å) of the 2 atoms listed first:
Fe -0.08 -0.13 -0.02
S -0.26 -0.21 0.33

Results
Total charge = +1
E_HOMO = -10.25 eV
ΔE to the lowest compared entry with this formula, charge and spin = 87.8 kJ/mol
HOMO-LUMO gap = 7.23 eV
LUMO = -3.0233 eV

[2]
The following is a quantum chemistry calculation of a molecular structure, C22H27AuCl3N6O3S, from OMol25.

Geometry (Å):
1 Au 1.8001 1.6681 -1.2533
2 N 3.7798 2.2195 -0.8951
3 C 4.4160 1.3849 0.1557
4 C 5.8627 1.8073 0.4527
5 C 6.0910 3.1629 1.1502
6 C 6.2632 3.1358 2.6770
7 N 5.0182 2.9524 3.4106
8 C 4.2117 3.9242 3.8087
9 N 4.7031 5.1271 4.1603
10 N 2.9052 3.6865 3.8528
11 C 3.5675 1.4214 1.4305
12 O 3.9543 0.6814 2.3536
13 O 2.6554 2.2854 1.4678
14 H 4.3291 2.1729 -1.7488
15 H 3.7786 3.1905 -0.5932
16 H 4.4397 0.3625 -0.2209
17 H 6.4019 1.8156 -0.4993
18 H 6.3127 1.0105 1.0461
19 H 5.3071 3.8866 0.8995
20 H 7.0195 3.5823 0.7571
21 H 6.7397 4.0651 2.9868
22 H 6.9361 2.3267 2.9609
23 H 4.5740 2.0303 3.2792
24 H 5.6536 5.2062 4.4766
25 H 4.0732 5.8679 4.4118
26 H 2.5402 3.0259 3.1476
27 H 2.2862 4.3391 4.3004
28 Cl -7.6373 -3.9135 2.9611
29 C -6.3734 -3.2999 1.9535
30 C -6.5478 -3.2539 0.5798
31 C -5.5251 -2.7634 -0.2143
32 C -4.3278 -2.3218 0.3373
33 C -3.2264 -1.7787 -0.5479
34 C -3.2801 -0.2553 -0.5749
35 N -2.1256 0.3059 -1.2640
36 C -1.9827 0.4708 -2.6202
37 C -0.7270 0.9470 -2.8182
38 N -0.1034 1.0606 -1.5934
39 C -0.9729 0.6615 -0.6824
40 O -3.3548 -2.1875 -1.8890
41 C -2.9554 -3.5435 -2.1102
42 C -3.2600 -3.8895 -3.5265
43 C -4.3019 -4.6714 -3.9267
44 Cl -5.4631 -5.4352 -2.9183
45 S -4.3977 -4.8371 -5.6287
46 C -3.0180 -3.8436 -5.8363
47 C -2.5199 -3.4135 -4.6493
48 C -4.1925 -2.3772 1.7200
49 Cl -2.7219 -1.8204 2.4760
50 C -5.1974 -2.8610 2.5388
51 H -7.4717 -3.6019 0.1401
52 H -5.6463 -2.7338 -1.2894
53 H -2.2522 -2.0914 -0.1502
54 H -3.3121 0.1510 0.4340
55 H -4.1805 0.0519 -1.1060
56 H -2.7743 0.2255 -3.3049
57 H -0.2341 1.2205 -3.7329
58 H -0.8021 0.6308 0.3809
59 H -3.4945 -4.2099 -1.4321
60 H -1.8827 -3.6393 -1.9058
61 H -2.6444 -3.6423 -6.8268
62 H -1.6470 -2.7819 -4.5587
63 H -5.0656 -2.8970 3.6103

Cartesian forces (eV/Å) of the 2 atoms listed first:
Au 0.07 0.00 0.02
N -0.03 0.01 -0.22

Results
Total charge = +1
E_HOMO = -10.69 eV
HOMO-LUMO gap = 8.87 eV
LUMO = -1.8248 eV

[3]
The following is a quantum chemistry calculation of a molecular structure, C22H27AuClIN2OSe2 at a distorted geometry, from OMol25.

Geometry (Å):
1 Au 0.0710 0.6999 0.3214
2 Cl 2.6931 6.9928 1.5221
3 C 2.4844 5.3462 1.0851
4 C 3.3514 4.7647 0.2007
5 C 3.2140 3.4136 -0.1569
6 I 4.6094 2.4775 -1.3762
7 C 2.1856 2.6389 0.3430
8 O 2.0670 1.3432 0.0757
9 C 1.2645 3.2637 1.2117
10 N 0.2431 2.4737 1.6387
11 C -0.5885 2.9448 2.5542
12 C -0.4899 4.2480 3.0553
13 C 0.4864 5.0830 2.5741
14 C 1.4136 4.5963 1.6315
15 H 4.1517 5.3556 -0.2234
16 H -1.3478 2.2707 2.9231
17 H -1.1916 4.5775 3.8078
18 H 0.5542 6.1077 2.9137
19 C -3.1252 -4.3509 1.2974
20 Se -2.2019 -2.9947 0.2483
21 C -3.7404 -1.8111 -0.0232
22 C -3.8746 -0.7658 1.0670
23 Se -2.5440 0.6761 1.1072
24 C -3.2854 1.8636 -0.2350
25 H -3.7448 -4.9567 0.6432
26 H -3.7265 -3.8855 2.0741
27 H -2.3629 -4.9732 1.7588
28 H -4.6232 -2.4496 -0.0172
29 H -3.6522 -1.3744 -1.0139
30 H -3.7909 -1.2170 2.0537
31 H -4.8244 -0.2291 1.0041
32 H -4.2925 2.1298 0.0767
33 H -3.3001 1.3873 -1.2119
34 H -2.6595 2.7523 -0.2689
35 C 1.8078 -2.6534 0.7765
36 N 2.8217 -2.4599 -0.2980
37 C 2.9619 -3.6993 -1.1156
38 C 2.5374 -1.2184 -1.1331
39 C 1.1813 -1.2264 -1.7877
40 C 1.0584 -1.8817 -3.0148
41 C -0.1613 -2.0058 -3.6575
42 C -1.2864 -1.4385 -3.0860
43 C -1.1685 -0.7293 -1.8986
44 C 0.0480 -0.6206 -1.2352
45 H 2.0812 -3.5169 1.3774
46 H 0.8348 -2.8188 0.3193
47 H 1.7677 -1.7647 1.4031
48 H 3.7193 -2.2819 0.1534
49 H 2.0259 -3.8839 -1.6345
50 H 3.1867 -4.5385 -0.4623
51 H 3.7684 -3.5741 -1.8340
52 H 3.3181 -1.1627 -1.8900
53 H 2.6466 -0.3676 -0.4671
54 H 1.9480 -2.2706 -3.4973
55 H -0.2316 -2.5357 -4.5976
56 H -2.2497 -1.5203 -3.5727
57 H -2.0384 -0.2298 -1.5096

Cartesian forces (eV/Å) of the 2 atoms listed first:
Au 0.06 1.05 0.46
Cl -0.03 0.10 0.04

Results
Total charge = +2
E_HOMO = -13.10 eV
ΔE to the lowest compared entry with this formula, charge and spin = 0.0 kJ/mol
HOMO-LUMO gap = 5.14 eV
LUMO = -7.9530 eV

[4]
The following is a quantum chemistry calculation of a molecular structure, C22H27BBr2N9Ti at a distorted geometry, from OMol25.

Geometry (Å):
1 Ti 7.3725 9.3376 10.5669
2 C 10.5282 9.0497 13.2835
3 C 10.0942 9.3556 12.0118
4 N 8.7236 9.4401 11.9742
5 N 8.2985 9.1957 13.2588
6 C 9.3717 8.9667 14.0285
7 B 6.8092 9.0160 13.5913
8 N 6.4243 7.7304 12.8071
9 C 5.7962 6.6409 13.2275
10 C 5.6612 5.7405 12.1989
11 C 6.2715 6.3576 11.1032
12 N 6.7248 7.5717 11.4598
13 N 6.0887 10.2251 12.9325
14 C 5.2321 11.0640 13.4628
15 C 4.8222 11.9844 12.5113
16 C 5.4712 11.6160 11.3530
17 N 6.2460 10.5457 11.5917
18 N 6.6870 9.0093 15.1941
19 C 6.6276 9.9651 16.0482
20 C 6.7022 9.3852 17.3822
21 C 6.7657 7.9916 17.1182
22 N 6.7102 7.7374 15.8602
23 H 11.5316 8.9376 13.6024
24 H 10.7065 9.4656 11.1193
25 H 9.2142 8.7307 15.0705
26 H 5.5259 6.5632 14.2718
27 H 5.2092 4.7408 12.2199
28 H 6.4540 5.9920 10.1072
29 H 4.8655 10.9318 14.4609
30 H 4.1009 12.7562 12.6531
31 H 5.3216 12.0482 10.3717
32 H 6.6010 11.0196 15.8781
33 H 6.7639 9.9402 18.3108
34 H 6.7506 7.1817 17.8264
35 Br 5.7597 11.3452 7.2805
36 C 5.3140 9.4889 7.2223
37 Br 5.2250 8.8173 9.0631
38 H 6.1056 8.9533 6.7157
39 H 4.3218 9.3593 6.7816
40 C 10.0440 14.7291 9.2999
41 N 10.4276 13.2924 9.0872
42 C 11.1400 12.8217 10.2961
43 C 9.2054 12.4783 8.7771
44 C 9.3784 10.9804 8.4652
45 C 10.1447 10.5363 7.3997
46 C 10.2006 9.1980 7.0199
47 C 9.4744 8.2480 7.6854
48 C 8.7248 8.6807 8.7679
49 C 8.6530 10.0013 9.1782
50 H 10.9008 15.3782 9.4099
51 H 9.4383 14.8311 10.2137
52 H 9.4490 15.1337 8.4417
53 H 11.0777 13.2755 8.3109
54 H 10.4422 12.8581 11.1002
55 H 11.9923 13.4299 10.5114
56 H 11.4535 11.7493 10.1849
57 H 8.7328 13.0151 7.9628
58 H 8.6077 12.6077 9.6981
59 H 10.6984 11.2420 6.7949
60 H 10.8074 8.9325 6.1411
61 H 9.5093 7.2165 7.3600
62 H 8.0811 7.9256 9.2535

Cartesian forces (eV/Å) of the 2 atoms listed first:
Ti 0.53 0.23 -1.60
C -0.51 0.38 -0.65

Results
Total charge = +4
E_HOMO (alpha / beta) = -20.44 / -20.44 eV
Spin multiplicity = 2
HOMO-LUMO gap (alpha / beta) = 7.54 / 5.84 eV
LUMO (alpha / beta) = -12.8953 / -14.5967 eV

[5]
The following is a quantum chemistry calculation of 3 unconnected molecules or ions with the total composition C22H27BClNO5S at a distorted geometry, from OMol25.

Geometry (Å):
1 C -1.0029 2.2483 -1.3674
2 C -0.2592 1.8247 -0.5368
3 C 0.4898 1.2212 0.5584
4 C 0.9261 -0.2377 0.3331
5 C 1.7898 -0.3123 -0.9425
6 C 2.0237 -1.7119 -1.5219
7 C 3.0348 -2.5565 -0.7365
8 O 0.8248 -2.4876 -1.7914
9 S -0.5313 -1.8147 -1.3306
10 O -1.5199 -2.8380 -1.3776
11 O -0.9722 -0.7315 -2.1580
12 C -0.2314 -1.2890 0.3782
13 C -1.5703 -0.7911 0.9400
14 C -1.5878 -0.7623 2.4558
15 O -0.8797 -0.1114 3.1291
16 Cl -2.8283 -1.7864 3.2463
17 B 0.1594 -2.6212 1.2164
18 N -0.6882 -3.8027 1.2558
19 O 1.2914 -2.6610 1.9564
20 H -1.7225 2.6414 -2.0218
21 H 1.4116 1.7920 0.6672
22 H -0.0622 1.3584 1.4819
23 H 1.5974 -0.4414 1.1624
24 H 1.4384 0.3312 -1.7458
25 H 2.7732 0.0592 -0.6716
26 H 2.4963 -1.5553 -2.4867
27 H 2.5627 -3.2623 -0.0657
28 H 3.7845 -1.9351 -0.2639
29 H 3.5657 -3.1545 -1.4744
30 H -1.9192 0.1554 0.5354
31 H -2.3232 -1.5245 0.6609
32 H -0.3035 -4.5117 0.6437
33 H -1.6388 -3.6040 0.9784
34 H 1.2629 -3.4503 2.5041
35 C -3.0816 3.8971 5.9987
36 C -2.7284 2.9925 5.0068
37 C -1.5078 2.3334 5.0678
38 C -0.6387 2.5838 6.1211
39 C -0.9879 3.4945 7.1088
40 C -2.2098 4.1502 7.0485
41 H -4.0362 4.4058 5.9534
42 H -3.4066 2.7998 4.1846
43 H -1.2332 1.6249 4.2963
44 H 0.3122 2.0686 6.1713
45 H -0.3074 3.6931 7.9271
46 H -2.4830 4.8588 7.8199
47 C 1.1007 0.9722 -7.2814
48 C 0.4027 1.2175 -6.1067
49 C 0.2106 0.1987 -5.1823
50 C 0.7203 -1.0677 -5.4386
51 C 1.4148 -1.3149 -6.6151
52 C 1.6050 -0.2951 -7.5369
53 H 1.2531 1.7698 -7.9976
54 H 0.0081 2.2065 -5.9098
55 H -0.3297 0.3861 -4.2632
56 H 0.5757 -1.8616 -4.7152
57 H 1.8078 -2.3041 -6.8141
58 H 2.1471 -0.4874 -8.4542

Cartesian forces (eV/Å) of the 2 atoms listed first:
C -0.03 0.19 0.13
C -0.19 -0.32 0.43

Results
Total charge = 0
E_HOMO = -9.22 eV
HOMO-LUMO gap = 9.46 eV
LUMO = 0.2327 eV
SMILES = C#CC[C@@H]1C[C@@H](C)OS(=O)(=O)[C@@]1(CC(=O)Cl)B(N)O.c1ccccc1.c1ccccc1

[6]
The following is a quantum chemistry calculation of a molecular structure, C22H27Br6ClN2O3 at a distorted geometry, from OMol25.

Geometry (Å):
1 O -0.3492 -1.6248 3.7980
2 C 0.0841 -1.0203 2.6644
3 C -0.5285 0.4455 2.2583
4 C -2.1062 0.6688 2.6509
5 C -2.5263 2.1574 2.0151
6 Cl -3.3571 3.1731 3.3254
7 O -3.3364 2.0122 0.7811
8 C -2.7378 2.9500 -0.2175
9 O -2.9842 4.2644 -0.0321
10 C -1.8526 2.4118 -1.5355
11 C -1.7375 3.4565 -2.7413
12 C -0.8590 3.0730 -4.0588
13 C -0.2094 1.5883 -3.8891
14 C -0.5279 0.7316 -2.5715
15 N -1.3226 1.0355 -1.3487
16 N 1.1697 -1.7699 1.8754
17 C 1.9378 -0.8359 0.9641
18 C 1.9620 -1.1365 -0.6791
19 C 2.7663 -0.0796 -1.6793
20 C 3.5456 1.2571 -1.1038
21 C 3.5801 1.5478 0.5096
22 C 2.7830 0.5029 1.4897
23 H 0.0876 1.2590 2.8706
24 H -0.4167 0.6922 1.1181
25 H -2.2630 0.6852 3.8158
26 H -2.7955 -0.1254 2.1126
27 H -1.5307 2.7271 1.6862
28 H -2.2794 4.4992 -2.6841
29 H -0.6824 3.7349 -5.0075
30 H 0.4868 1.1502 -4.7330
31 H -0.0400 -0.3606 -2.5525
32 H 0.6145 -2.3863 1.2166
33 H 1.4406 -2.0554 -1.1851
34 H 2.7815 -0.2811 -2.8357
35 H 4.0930 2.0370 -1.8031
36 H 4.1177 2.4838 1.0176
37 H 2.7694 0.6725 2.6683
38 Br 4.6144 1.6930 6.6099
39 C 4.9966 -0.1025 5.9508
40 C 5.9382 -0.0623 4.7700
41 Br 5.0070 0.4815 3.1438
42 H 4.0349 -0.5711 5.7244
43 H 5.4591 -0.6220 6.7947
44 H 6.3270 -1.0613 4.5528
45 H 6.7750 0.6283 4.9040
46 Br -1.6903 -3.3176 0.6387
47 C -3.4795 -4.0558 0.8805
48 C -4.5356 -2.9835 0.7479
49 Br -4.6274 -1.8816 2.3556
50 H -3.4892 -4.5580 1.8517
51 H -3.5876 -4.8027 0.0891
52 H -5.5294 -3.4307 0.6543
53 H -4.3649 -2.3063 -0.0932
54 Br 0.7694 -1.4741 -6.2212
55 C -1.0197 -2.2123 -5.9795
56 C -2.0759 -1.1401 -6.1121
57 Br -2.1677 -0.0381 -4.5043
58 H -1.0294 -2.7146 -5.0082
59 H -1.1278 -2.9593 -6.7709
60 H -3.0696 -1.5873 -6.2056
61 H -1.9052 -0.4629 -6.9531

Cartesian forces (eV/Å) of the 2 atoms listed first:
O 2.63 3.76 -7.27
C -2.16 -2.62 5.65

Results
Total charge = 0
E_HOMO = -8.18 eV
HOMO-LUMO gap = 7.37 eV
LUMO = -0.8104 eV